Entry 1:
Molecular formula: C14H8BF9MnN5O2S
Method: DFT, ωB97M-V/def2-TZVPD

⟨S²⟩: 1.1427
LUMO level (spin up / spin down): 2.72 / 2.72 eV
F_max: 0.84 eV Å⁻¹
ΔE to the lowest compared entry with this formula, charge and spin: 0.0 kJ/mol

ORCA input file:
```
! wB97M-V def2-TZVPD RIJCOSX def2/J DEFGRID3
* xyz -1 2
Mn -0.662 -0.275 0.190
F 0.590 -2.728 7.163
C 0.696 -2.312 5.890
C -0.425 -2.214 5.087
F -1.623 -2.543 5.589
C -0.303 -1.786 3.778
F -1.404 -1.731 3.035
C 0.919 -1.433 3.208
S 1.121 -0.864 1.575
C 2.027 -1.551 4.050
F 3.251 -1.237 3.600
C 1.929 -1.979 5.361
F 3.027 -2.071 6.129
N -5.096 0.444 -2.745
N -3.733 0.520 -2.514
N -2.831 0.236 -3.438
C -1.723 0.273 -2.728
N -1.967 0.551 -1.426
N -3.254 0.715 -1.324
H -5.448 1.382 -2.905
H -5.496 0.068 -1.889
H -0.743 0.081 -3.123
O 0.723 -0.349 -1.320
C 1.016 0.871 -1.142
O 0.429 1.527 -0.250
C 2.038 1.518 -2.021
C 2.663 0.785 -3.022
C 3.600 1.393 -3.843
C 3.915 2.733 -3.662
C 3.295 3.465 -2.658
C 2.356 2.859 -1.838
H 2.410 -0.261 -3.134
H 4.090 0.822 -4.622
H 4.649 3.208 -4.302
H 3.546 4.508 -2.514
H 1.859 3.403 -1.046
F -1.935 -1.967 -0.167
B -3.132 -1.629 0.587
F -3.383 -2.560 1.552
F -4.209 -1.524 -0.293
F -2.779 -0.349 1.132
*
```


Entry 2:
Molecular formula: C10H8IN2PS
Method: DFT, ωB97M-V/def2-TZVPD

LUMO level: -1.66 eV
F_max: 3.23 eV Å⁻¹
ΔE to the lowest compared entry with this formula, charge and spin: 42.3 kJ/mol
SMILES string: S=P(I)(c1cccnc1)c1cccnc1

ORCA input file:
```
! wB97M-V def2-TZVPD RIJCOSX def2/J DEFGRID3
* xyz 0 1
C -0.341 2.623 -1.148
C 1.173 -2.544 0.474
C -0.830 1.409 -0.733
C 0.382 -1.542 0.906
C 0.005 3.575 -0.223
C 0.476 -3.623 -0.052
C -0.516 2.285 1.519
C -1.509 -2.606 0.005
C -0.955 1.293 0.666
C -0.982 -1.541 0.647
N -0.015 3.366 1.048
N -0.771 -3.716 -0.300
P -1.839 -0.172 1.388
S -2.284 -0.382 3.263
I -3.899 0.057 -0.606
H -0.316 2.866 -2.152
H 2.253 -2.610 0.533
H -1.287 0.637 -1.534
H 0.647 -0.554 1.347
H 0.577 4.392 -0.559
H 1.149 -4.394 -0.326
H -0.398 2.129 2.618
H -2.549 -2.824 -0.134
*
```


Entry 3:
Molecular formula: C5H10NO
Method: DFT, ωB97M-V/def2-TZVPD

LUMO level: -4.08 eV
F_max: 4.75 eV Å⁻¹
ΔE to the lowest compared entry with this formula, charge and spin: 362.9 kJ/mol
SMILES string: CC(CO)=[N+]1CC1

ORCA input file:
```
! wB97M-V def2-TZVPD RIJCOSX def2/J DEFGRID3
* xyz 1 1
C 0.195 -0.642 0.012
C -1.026 1.604 0.372
C -2.036 0.655 -0.088
C 0.003 -2.056 -0.311
C 1.837 -0.064 0.226
N -0.693 0.262 0.068
O 1.812 0.775 -0.856
H -0.824 2.545 -0.223
H -0.944 1.841 1.522
H -2.651 0.133 0.579
H -2.552 0.801 -1.057
H 0.997 -2.186 -0.697
H -0.860 -2.240 -0.982
H -0.111 -2.610 0.664
H 1.828 0.593 1.151
H 2.556 -0.885 0.247
H 2.470 1.474 -0.627
*
```


Question: The lowest ΔE to the lowest compared entry with this formula, charge and spin belongs to which entry?
Answer: C14H8BF9MnN5O2S


Question: Among the records above, which one has the highest F_max?
Answer: C5H10NO


Question: What is the formula in the second record?
Answer: C10H8IN2PS